No. 1
{
  "formula": "C18H22BNO5",
  "method": "ωB97M-V/def2-TZVPD",
  "homo_lumo_gap_ev": 8.69,
  "total_charge": 0,
  "smiles": "CC(C)(C)c1ccc(OCC(=O)Nc2cc(B(O)O)ccc2O)cc1",
  "homo_energy_ev": -8.15,
  "lumo_energy_ev": 0.5,
  "e_above_lowest_kj_mol": 95.95,
  "symbols": ["O", "O", "O", "O", "O", "B", "C", "C", "C", "C", "C", "C", "C", "C", "C", "C", "C", "C", "C", "N", "C", "C", "C", "C", "C", "H", "H", "H", "H", "H", "H", "H", "H", "H", "H", "H", "H", "H", "H", "H", "H", "H", "H", "H", "H", "H", "H"],
  "coordinates": [[-3.48362, 1.27931, -1.07459], [-3.53524, 5.17323, 0.91973], [-1.88976, 5.93669, 2.50993], [1.44309, 1.39299, -0.40456], [-1.65101, -1.13126, -3.05491], [-2.26723, 5.08958, 1.51836], [-2.54927, 0.75742, -1.68213], [0.33912, -2.29939, -2.42682], [-1.19706, -1.75669, -0.71155], [0.96346, 3.39742, 0.60776], [0.08029, 4.21401, 1.20579], [-1.71779, 3.04482, 0.13961], [1.34958, -2.59726, -1.47306], [-0.26107, -2.26315, 0.16462], [-0.87066, -1.69096, -2.06409], [0.48963, 2.29603, -0.11617], [-1.25654, 4.07346, 0.93242], [-0.88026, 2.17338, -0.53327], [1.04739, -2.58494, -0.14749], [-1.27203, 1.29186, -1.54368], [-2.81105, -0.40001, -2.62953], [1.44103, -2.76832, 2.36211], [2.64277, -4.28037, 0.67212], [3.29962, -1.89327, 0.85507], [2.06066, -2.87880, 0.94244], [-3.64334, 4.75375, 0.08967], [-2.60382, 6.56662, 2.67859], [1.10080, 0.62793, -0.97336], [0.59909, -2.38197, -3.48895], [-2.18977, -1.56224, -0.30642], [2.00901, 3.39433, 0.84263], [0.26837, 5.01731, 1.91701], [-2.83225, 3.00920, -0.02301], [2.37211, -2.93158, -1.70882], [-0.60382, -2.34406, 1.12178], [-0.58198, 0.65969, -1.96703], [-3.34113, -0.13806, -3.57523], [-3.45899, -1.12410, -2.16119], [2.25369, -2.94268, 3.11360], [1.12315, -1.71972, 2.51532], [0.76383, -3.60365, 2.58178], [3.33005, -4.43093, 1.45820], [1.89305, -5.12088, 0.89429], [2.98000, -4.36181, -0.39067], [4.00731, -2.01632, 1.62025], [3.07416, -0.82757, 0.84828], [3.96644, -2.09903, -0.05481]],
  "forces_ev_per_a": [[0.38, -1.26, -0.96], [0.64, 1.35, 2.19], [-0.64, 0.28, 0.15], [-0.11, -2.30, -1.89], [0.42, 0.27, 0.23], [-0.86, -0.55, -1.46], [-0.73, 2.23, 1.23], [1.38, 0.87, -0.60], [-0.42, -0.40, -0.34], [0.52, -1.92, 0.02], [-0.91, 1.71, 0.76], [-2.27, 0.36, -1.15], [-0.31, -0.46, -1.38], [0.14, 0.56, -1.19], [0.35, -0.82, 0.02], [-0.87, 0.40, -0.72], [-0.77, -0.07, 0.76], [1.64, 0.83, 1.23], [-0.51, 0.65, 1.24], [-0.28, -2.43, -1.01], [0.50, -1.02, -0.96], [1.85, -0.21, 0.16], [-2.21, -0.83, -0.08], [-0.18, -0.32, -2.36], [0.85, 0.16, -0.09], [0.05, -0.72, -1.00], [0.19, 0.01, 0.13], [0.70, 1.52, 1.31], [-0.22, 0.16, 0.38], [0.23, 0.31, -0.28], [0.43, 0.08, -0.03], [0.84, -0.17, -0.33], [1.63, -0.29, 0.01], [-0.72, 0.31, -0.66], [-0.59, -0.19, 2.57], [-0.17, 0.83, 0.30], [0.58, 0.40, 0.81], [-0.48, 0.12, 0.63], [-0.37, 0.26, -0.64], [-0.51, -0.81, 0.14], [-0.54, 0.73, -0.24], [1.71, -0.37, 0.29], [0.58, 1.25, -0.70], [0.20, -0.18, 1.25], [0.61, -0.55, 1.60], [-0.47, -0.01, -0.13], [-1.28, 0.25, 0.79]],
  "mulliken_charge": [-0.661, -0.608, -0.543, -0.577, -0.539, 0.651, 0.492, -1.153, -0.069, -0.727, -0.591, -0.350, -0.216, -0.259, -0.315, 0.822, 0.030, -0.028, 0.234, -0.183, -0.459, -2.128, -1.563, -1.425, 1.917, 0.333, 0.291, 0.154, 0.358, 0.365, 0.380, 0.418, 0.551, 0.318, 0.648, 0.183, 0.362, 0.383, 0.452, 0.404, 0.414, 0.503, 0.327, 0.312, 0.484, 0.307, 0.300]
}



No. 2
{
  "formula": "C27H32MnN2O5",
  "method": "ωB97M-V/def2-TZVPD",
  "homo_lumo_gap_ev": [6.84, 7.96],
  "total_charge": 0,
  "homo_energy_ev": [-6.71, -7.93],
  "multiplicity": 6,
  "lumo_energy_ev": [0.1, 0.0],
  "e_above_lowest_kj_mol": 113.21,
  "s2": 8.76,
  "symbols": ["Mn", "C", "C", "C", "C", "C", "C", "C", "C", "C", "C", "C", "C", "H", "H", "H", "H", "H", "H", "H", "H", "H", "H", "H", "H", "H", "H", "H", "H", "H", "H", "O", "N", "N", "O", "C", "C", "C", "C", "C", "C", "H", "H", "H", "H", "H", "C", "O", "C", "C", "C", "C", "C", "C", "O", "C", "O", "C", "H", "H", "H", "H", "H", "H", "H", "H", "H"],
  "coordinates": [[0.36590, 0.02750, -0.05670], [-1.36130, 2.58160, 2.41310], [-1.67460, 1.24860, 1.78440], [-1.24720, 0.06280, 2.40820], [-0.41690, 0.13620, 3.66580], [-1.63850, -1.18250, 1.88810], [-1.34280, -2.44460, 2.65930], [-2.34550, -1.24070, 0.67760], [-2.63460, -2.57380, 0.03900], [-2.77410, -0.05780, 0.05620], [-3.63000, -0.12300, -1.18080], [-2.42590, 1.18660, 0.60010], [-2.82950, 2.46150, -0.09350], [-0.40770, 2.94410, 2.02900], [-1.29420, 2.50100, 3.49460], [-2.12730, 3.31600, 2.18120], [-1.05050, 0.27290, 4.54490], [0.27970, 0.96870, 3.60950], [0.16710, -0.76920, 3.79990], [-0.34990, -2.82500, 2.41610], [-2.07140, -3.21750, 2.43120], [-1.38680, -2.25770, 3.72960], [-3.61120, -2.95940, 0.33850], [-1.87290, -3.29500, 0.31680], [-2.60780, -2.48290, -1.04280], [-2.99780, -0.04500, -2.06640], [-4.35360, 0.68800, -1.19710], [-4.18000, -1.05760, -1.23200], [-3.75890, 2.85680, 0.32070], [-2.96760, 2.29610, -1.15720], [-2.05160, 3.21110, 0.02080], [-0.14250, 0.13650, -1.97120], [0.17920, 1.29480, -2.50730], [0.48570, 2.20060, -1.61880], [0.36440, 1.89630, -0.31090], [0.99540, 3.42870, -1.96850], [1.33270, 4.34430, -0.96400], [1.80670, 5.59100, -1.30560], [1.95540, 5.94070, -2.64200], [1.65110, 5.01890, -3.63800], [1.17790, 3.76560, -3.31690], [1.21830, 4.04230, 0.06700], [2.06410, 6.29820, -0.52820], [2.30830, 6.92550, -2.90870], [1.78800, 5.28510, -4.67580], [0.94680, 3.03530, -4.07380], [1.18080, -6.77380, -0.00290], [2.44640, -6.16210, -0.00560], [2.51950, -4.80620, -0.01600], [3.81720, -4.27530, -0.03590], [4.01820, -2.92120, 0.01980], [2.94460, -2.01420, 0.10930], [3.12230, -0.61180, 0.30960], [4.43710, 0.06800, 0.02580], [2.17460, 0.14330, 0.71690], [1.60890, -2.55040, 0.01820], [0.56770, -1.77600, -0.05140], [1.43510, -3.94210, -0.01660], [1.37460, -7.84470, -0.00470], [0.60600, -6.51730, -0.89880], [0.60580, -6.51930, 0.89440], [4.64950, -4.95700, -0.08700], [5.03370, -2.55730, 0.03360], [5.26550, -0.62470, -0.06200], [4.64290, 0.80090, 0.80310], [4.33830, 0.60920, -0.91630], [0.42310, -4.30830, -0.05870]],
  "forces_ev_per_a": [[-1.79, 0.38, 1.58], [0.04, -0.18, -0.12], [-0.22, -0.31, -0.04], [-0.31, 0.01, -0.14], [-0.02, -0.03, -0.21], [-0.15, 0.26, -0.07], [0.04, 0.17, -0.16], [-0.05, 0.21, 0.22], [0.11, 0.12, 0.05], [0.07, 0.01, 0.32], [0.16, 0.00, 0.07], [0.03, -0.21, 0.23], [0.15, -0.15, 0.03], [0.10, 0.19, 0.04], [0.03, 0.04, 0.04], [0.00, 0.05, 0.00], [0.04, 0.01, 0.09], [0.06, 0.04, 0.09], [0.05, -0.02, 0.06], [0.10, -0.11, 0.01], [0.00, -0.06, 0.01], [0.02, -0.04, 0.04], [-0.06, -0.08, -0.04], [0.01, -0.09, 0.00], [-0.04, -0.08, -0.08], [-0.05, 0.00, -0.18], [-0.03, 0.02, -0.05], [-0.04, -0.02, -0.04], [-0.06, 0.09, -0.04], [-0.05, 0.05, -0.08], [0.01, 0.10, -0.01], [0.19, 2.49, -2.42], [0.03, -0.60, 1.17], [-1.32, -3.39, 1.11], [0.25, 3.03, -1.57], [0.73, 2.11, -0.76], [-0.32, -0.81, -0.03], [0.13, 0.32, -0.35], [-0.03, -0.07, 0.07], [0.09, 0.25, 0.08], [-0.15, -0.30, 0.51], [-0.03, 0.03, -0.03], [-0.02, -0.01, 0.01], [0.06, 0.06, -0.02], [0.00, 0.01, -0.07], [-0.04, -0.01, -0.13], [-0.37, -0.22, -0.01], [0.35, 0.60, -0.05], [-0.42, 0.29, -0.01], [0.51, 0.14, 0.00], [-0.12, -0.33, 0.02], [-0.58, -0.28, -0.15], [-0.80, 1.13, 0.63], [-0.10, -0.10, 0.20], [3.02, -0.84, -0.09], [-0.14, 0.79, 0.09], [0.74, -3.96, 0.23], [0.10, -0.82, -0.04], [-0.05, 0.04, 0.00], [0.02, 0.05, 0.09], [0.05, 0.06, -0.10], [0.13, -0.10, 0.04], [0.06, -0.01, 0.02], [0.09, 0.05, -0.03], [-0.03, 0.01, 0.03], [-0.05, -0.01, -0.05], [-0.15, -0.03, 0.00]],
  "mulliken_charge": [0.531, -2.422, 0.450, 1.703, -2.700, 0.849, -2.464, 1.902, -2.770, 0.905, -2.561, 2.060, -2.847, 0.293, 0.500, 0.449, 0.429, 0.503, 0.531, 0.350, 0.448, 0.499, 0.399, 0.286, 0.542, 0.368, 0.493, 0.491, 0.371, 0.581, 0.525, -0.327, -0.611, 1.020, -0.151, 0.212, -0.219, -0.607, -0.438, -0.547, -0.435, 0.345, 0.380, 0.388, 0.377, 0.481, -0.767, -0.458, 0.939, -1.062, -0.834, 0.149, 0.815, -1.347, -0.540, -0.015, -0.108, -0.156, 0.236, 0.318, 0.318, 0.426, 0.190, 0.400, 0.319, 0.283, 0.333]
}